Entry 1:
Below is C32H44BF4N2NaP2Se as an isolated structure, with properties calculated with ωB97M-V/def2-TZVPD.

Atoms and positions in Å:
1 Na 1.7811 1.3877 0.7719
2 C 4.1447 2.7711 1.9000
3 C 2.9668 2.7394 2.6687
4 C 2.7983 1.4222 3.1498
5 C 3.8771 0.6441 2.6779
6 C 4.7066 1.4785 1.9033
7 H 4.5452 3.6387 1.3928
8 H 2.3110 3.5756 2.8687
9 H 1.9960 1.0793 3.7919
10 H 4.0442 -0.4062 2.8860
11 H 5.6095 1.1757 1.3866
12 C -0.8495 -2.0302 1.8098
13 P -0.3635 -0.6507 0.6777
14 C 0.0695 -1.6771 -0.8162
15 N -0.7742 -1.7581 -1.8058
16 C -0.3949 -2.4386 -2.9200
17 C -1.2708 -2.5036 -4.0254
18 C -0.8971 -3.1799 -5.1522
19 C 0.3622 -3.8178 -5.2214
20 C 1.2224 -3.7665 -4.1609
21 C 0.8529 -3.0722 -2.9884
22 N 1.7082 -3.0306 -1.9307
23 C 1.3477 -2.3522 -0.8793
24 P 2.4989 -2.2561 0.5749
25 C 3.9704 -1.5630 -0.2663
26 C 2.9923 -4.0634 0.8130
27 C 1.7217 -4.9083 0.9164
28 C 3.9130 -4.6497 -0.2563
29 C 3.7178 -4.0967 2.1633
30 C -2.0176 0.1342 0.2963
31 C -3.1686 -0.8351 0.0243
32 C -2.3505 0.9636 1.5492
33 C -1.8305 1.1185 -0.8632
34 H -1.3851 -2.8245 1.2883
35 H -1.4882 -1.6292 2.5972
36 H 0.0479 -2.4353 2.2750
37 H -2.2181 -1.9853 -3.9513
38 H -1.5608 -3.2163 -6.0075
39 H 0.6479 -4.3381 -6.1276
40 H 2.1998 -4.2311 -4.1891
41 H 4.1365 -2.0330 -1.2345
42 H 4.8371 -1.6894 0.3861
43 H 3.8278 -0.4931 -0.4101
44 H 1.1859 -4.9402 -0.0331
45 H 1.0431 -4.5182 1.6792
46 H 1.9827 -5.9360 1.1920
47 H 3.4707 -4.5703 -1.2471
48 H 4.0980 -5.7075 -0.0329
49 H 4.8782 -4.1409 -0.2705
50 H 3.0690 -3.7518 2.9705
51 H 4.6048 -3.4587 2.1559
52 H 4.0413 -5.1192 2.3879
53 H -3.3919 -1.4458 0.9030
54 H -2.9608 -1.4882 -0.8205
55 H -4.0664 -0.2507 -0.2031
56 H -2.4791 0.3396 2.4380
57 H -3.2878 1.5034 1.3808
58 H -1.5766 1.7110 1.7469
59 H -1.5417 0.6252 -1.7876
60 H -1.0746 1.8682 -0.6148
61 H -2.7730 1.6536 -1.0200
62 C -6.4004 4.1589 0.2202
63 C -4.9165 4.2119 0.4763
64 C -4.3925 4.0582 1.7521
65 C -3.0227 4.0864 1.9976
66 C -2.5364 3.8858 3.4047
67 C -2.1074 4.2719 0.9413
68 Se -0.2293 4.1984 1.2715
69 C -2.6387 4.4499 -0.3550
70 C -1.7541 4.6952 -1.5488
71 C -4.0135 4.4142 -0.5599
72 H -6.9499 4.0071 1.1513
73 H -6.6636 3.3416 -0.4572
74 H -6.7654 5.0847 -0.2342
75 H -5.0701 3.9029 2.5888
76 H -3.3707 3.9263 4.1109
77 H -1.7880 4.6352 3.6640
78 H -2.0314 2.9211 3.5087
79 H -0.7388 4.3549 -1.3602
80 H -1.7019 5.7659 -1.7707
81 H -2.1473 4.1884 -2.4335
82 H -4.3889 4.5394 -1.5738
83 F 0.8212 0.5317 -3.2823
84 B 2.0316 0.8736 -2.6649
85 F 2.5146 2.0800 -3.1457
86 F 2.9693 -0.1524 -2.8482
87 F 1.7836 0.9978 -1.2405

Computed properties:
energy	-136775.453	eV
LUMO energy	3.9	eV
net charge	-2
relative energy (zero: lowest compared OMol25 entry of this formula, charge and spin)	2.7	kcal/mol
strongest force on any atom	0.8	eV/A

---

Entry 2:
Below is one molecule with the formula C2HBrO at a distorted geometry, with properties calculated with ωB97M-V/def2-TZVPD.

Atoms and positions in Å:
1 Br -2.3285 0.4858 -0.1520
2 C -0.4535 -0.0851 -0.1101
3 C 0.7709 0.1553 0.1903
4 O 0.2517 -1.2534 -0.1871
5 H 1.7594 0.6975 0.2588

Computed properties:
energy	-74175.231	eV
LUMO energy	0.1	eV
net charge	0
relative energy (zero: lowest compared OMol25 entry of this formula, charge and spin)	80.2	kcal/mol
SMILES	BrC1=CO1
strongest force on any atom	2.5	eV/A